1.
# C38H41AuN4O3S

A molecular structure, C38H41AuN4O3S (ωB97M-V/def2-TZVPD, OMol25).

Geometry (Å):
Au  -0.2179  0.1140  1.0670
O  4.3186  -1.1827  0.2356
S  2.9464  -1.0556  0.6966
O  2.7747  -1.1430  2.1361
N  2.1269  0.1434  0.0824
C  2.6564  1.3960  -0.0668
C  4.0067  1.7277  -0.0951
C  4.4439  3.0366  -0.3462
C  3.5739  4.0625  -0.5740
C  2.1894  3.7934  -0.5187
C  1.2254  4.8063  -0.7133
C  -0.0996  4.5217  -0.5922
C  -0.4688  3.2041  -0.2637
N  0.3930  2.2281  -0.1103
C  1.7245  2.4822  -0.2466
C  2.1579  -2.4927  -0.0312
C  0.9764  -3.2699  -1.7196
C  0.7394  -4.6733  -2.1632
C  0.8877  -5.6956  -1.3294
C  1.3287  -5.4654  0.0754
C  2.3647  -3.7129  0.9019
H  4.7345  0.9457  0.0519
H  5.5107  3.2268  -0.3693
H  3.9197  5.0667  -0.7835
H  1.5606  5.8112  -0.9440
H  -0.8608  5.2793  -0.7227
H  -1.5121  2.9587  -0.1020
H  0.4542  -2.5676  -2.3720
H  0.4465  -4.8425  -3.1939
H  0.7274  -6.7127  -1.6694
H  1.0931  -6.3255  0.7037
H  2.7712  -3.4579  1.8761
C  -2.4333  1.0881  -2.3539
C  -3.3430  1.5096  -1.2336
C  -4.1763  2.6119  -1.3458
C  -5.0118  2.9847  -0.3005
C  -5.0206  2.2406  0.8659
C  -4.2024  1.1231  1.0162
C  -4.2338  0.3337  2.2988
C  -3.3619  0.7774  -0.0398
N  -2.4469  -0.2955  0.0585
C  -2.7680  -1.4887  -0.2233
C  -4.1599  -1.9225  -0.5919
C  -1.6628  -2.4978  -0.2633
C  -2.0442  -3.8994  -0.6491
N  -0.4823  -2.0726  -0.0507
C  0.6604  -2.9315  -0.2281
C  0.8894  -4.1259  0.7558
C  0.0181  -4.1827  1.9863
C  2.8489  -5.0263  0.2577
C  3.6933  -4.8542  -0.9572
C  3.5300  -3.8104  -1.7590
C  2.4706  -2.7733  -1.5372
C  2.7133  -1.5569  -2.4226
H  -2.4888  1.7943  -3.1812
H  -2.7020  0.0982  -2.7313
H  -1.3971  1.0267  -2.0143
H  -4.1671  3.1844  -2.2659
H  -5.6556  3.8486  -0.4003
H  -5.6746  2.5234  1.6831
H  -5.2241  -0.0957  2.4651
H  -4.0154  0.9787  3.1517
H  -3.5063  -0.4763  2.2948
H  -4.8256  -1.0648  -0.6525
H  -4.5585  -2.6195  0.1481
H  -4.1623  -2.4401  -1.5520
H  -2.3026  -3.9428  -1.7106
H  -2.9235  -4.2231  -0.0903
H  -1.2386  -4.6031  -0.4865
H  0.0092  -3.2101  2.4837
H  0.4213  -4.9177  2.6868
H  -1.0146  -4.4637  1.7652
H  3.3459  -5.6711  0.9816
H  4.4661  -5.5856  -1.1638
H  4.1729  -3.6797  -2.6233
H  3.7018  -1.1346  -2.2445
H  1.9757  -0.7773  -2.2377
H  2.6436  -1.8737  -3.4677
C  1.6318  1.9076  4.4045
O  1.2621  1.2747  3.1660
C  0.0997  0.7560  2.9368
C  -0.9244  0.9030  4.0131
H  0.9479  2.7196  4.6467
H  2.6292  2.2951  4.2274
H  1.6601  1.1754  5.2096
H  -0.5320  0.8953  5.0305
H  -1.6963  0.1497  3.8974
H  -1.3894  1.8805  3.8267

The strongest force on any atom comes out at 0.7 eV Å⁻¹. Its energy above the lowest of the compared OMol25 structures with the same formula, charge and spin is 336.21 kJ/mol. The value obtained for the total energy is -2451.08678 hartree. The calculation puts the highest occupied orbital energy at -0.239 hartree. As for the charge: 0.

=====

2.
# C2H15N2O3

4 unconnected molecules or ions with the total composition C2H15N2O3 (ωB97M-V/def2-TZVPD, OMol25).

Geometry (Å):
C  0.5291  -0.0777  -2.0803
N  -0.1375  -0.9258  -1.1030
C  0.3708  1.3952  -1.6950
N  0.6759  1.5503  -0.2477
H  0.0642  -0.1679  -3.0604
H  1.5730  -0.3537  -2.2249
H  -0.7430  -1.6104  -1.5209
H  0.5173  -1.3806  -0.4807
H  -0.6713  1.6578  -1.8038
H  1.0116  2.0605  -2.2689
H  0.4683  2.5063  0.0466
H  0.1024  0.8851  0.2771
H  1.6323  1.3048  0.0187
H  -0.9703  -1.1038  1.4058
H  -0.7530  -1.2912  2.8771
O  -0.3402  -1.4982  2.0281
H  -3.2333  0.0884  2.7703
H  -3.5427  -0.7395  1.5404
O  -2.9568  -0.0374  1.8479
H  1.4886  -0.9143  1.6789
H  2.9133  -0.8165  1.0567
O  2.0015  -0.5315  0.9380

The strongest force on any atom comes out at 0.7 eV Å⁻¹. Its energy above the lowest of the compared OMol25 structures with the same formula, charge and spin is 0.00 kJ/mol. The value obtained for the total energy is -420.21323 hartree. The calculation puts the highest occupied orbital energy at -0.500 hartree. As for the charge: +1.

=====

3.
# C4HNO3

A gas-phase ion, C4HNO3 (charge -2) (ωB97M-V/def2-TZVPD, OMol25).

Geometry (Å):
C  0.3116  0.1810  0.0268
C  -0.7779  -0.3600  0.0730
C  -2.0886  -1.0417  0.0185
O  -2.2938  -2.2748  0.0599
N  -2.8403  -0.0055  -0.1978
C  -4.2153  0.3863  -0.0734
O  -4.9011  0.8387  -1.0511
O  -4.6550  0.3495  1.1299
H  0.8793  1.0684  0.0443

The strongest force on any atom comes out at 1.8 eV Å⁻¹. Its energy above the lowest of the compared OMol25 structures with the same formula, charge and spin is 72.11 kJ/mol. The value obtained for the total energy is -433.39468 hartree. The calculation puts the highest occupied orbital energy at 0.024 hartree. As for the charge: -2.

=====

4.
# C3H8Br2OSi

C3H8Br2OSi in the gas phase (ωB97M-V/def2-TZVPD, OMol25).

Geometry (Å):
C  0.2072  -0.1203  2.3213
C  -0.2833  -0.9062  1.0603
Si  -1.5399  -0.0425  0.0308
Br  -3.6714  -0.6666  0.2097
Br  -1.4610  2.1578  0.1325
O  -1.0569  -0.5251  -1.8611
C  -0.1186  0.1573  -2.5993
H  0.7359  0.7437  2.0117
H  -0.5828  0.1151  2.9002
H  1.0012  -0.6178  3.0592
H  -0.6610  -1.9083  1.1269
H  0.6287  -1.1604  0.4768
H  0.8471  0.3086  -1.9994
H  -0.5339  1.1969  -2.8455
H  -0.1227  -0.2417  -3.6776

The strongest force on any atom comes out at 4.8 eV Å⁻¹. Its energy above the lowest of the compared OMol25 structures with the same formula, charge and spin is 154.13 kJ/mol. The value obtained for the total energy is -5631.92931 hartree. The calculation puts the highest occupied orbital energy at -0.349 hartree. As for the charge: 0.

=====

5.
# C5H12N

A gas-phase ion, C5H12N (charge +1) (ωB97M-V/def2-TZVPD, OMol25).

Geometry (Å):
C  1.8857  -0.4592  0.5148
N  0.8578  -0.4340  -0.5970
C  -0.3551  0.1669  -0.0586
C  -0.4402  1.6828  0.0515
C  -1.2905  -0.7890  0.6572
C  -1.8239  -0.5998  -0.6950
H  2.5473  -1.2214  0.1811
H  2.5053  0.4545  0.4434
H  1.4305  -0.5545  1.4290
H  0.6176  -1.4142  -1.0442
H  1.1196  0.0833  -1.4527
H  -0.4112  1.9583  1.1105
H  -1.4116  2.0590  -0.3836
H  0.4134  2.1619  -0.5006
H  -1.7281  -0.4289  1.5614
H  -0.8549  -1.8341  0.8045
H  -1.5768  -1.2017  -1.5511
H  -2.6302  0.0711  -0.9592

The strongest force on any atom comes out at 5.1 eV Å⁻¹. Its energy above the lowest of the compared OMol25 structures with the same formula, charge and spin is 253.47 kJ/mol. The value obtained for the total energy is -252.13458 hartree. The calculation puts the highest occupied orbital energy at -0.498 hartree. As for the charge: +1.

=====

6.
# C34H49AlN6OSSb

A molecular structure, C34H49AlN6OSSb (ωB97M-V/def2-TZVPD, OMol25).

Geometry (Å):
Al  0.2131  -0.8370  -0.1103
C  -2.1148  -1.9741  1.8628
N  -1.2946  -1.5429  2.9683
C  -1.7054  -1.8226  4.3448
C  -0.6426  -1.0904  5.1602
N  0.3022  -0.5863  4.1420
C  1.3219  0.3550  4.6187
C  -0.1033  -0.9212  2.9052
N  0.5160  -0.6945  1.7364
C  1.9107  -0.1529  1.7021
C  2.7406  -0.9901  0.7484
N  2.0110  -1.0776  -0.5506
C  2.6606  -1.4358  -1.6691
N  2.1213  -1.2651  -2.8993
C  1.0226  -0.3915  -3.2762
C  3.0480  -1.6798  -3.9617
C  4.2479  -2.2106  -3.1809
N  3.8613  -2.0160  -1.7701
C  4.8130  -2.4994  -0.7592
H  -3.1538  -1.9619  2.1838
H  -1.8718  -2.9885  1.5396
H  -2.0363  -1.2793  1.0326
H  -1.7012  -2.8955  4.5346
H  -2.7105  -1.4439  4.5215
H  -0.1249  -1.7453  5.8566
H  -1.0540  -0.2506  5.7177
H  0.9962  0.7107  5.5922
H  1.4077  1.2226  3.9712
H  2.2945  -0.1158  4.7547
H  2.4002  -0.1775  2.6584
H  1.9061  0.8873  1.3618
H  2.8705  -1.9800  1.1871
H  3.7102  -0.5125  0.6343
H  0.5326  0.0313  -2.4116
H  0.2809  -0.9344  -3.8643
H  1.3919  0.4373  -3.8828
H  3.3031  -0.8232  -4.5839
H  2.5916  -2.4355  -4.5967
H  5.1680  -1.6712  -3.3953
H  4.4248  -3.2680  -3.3619
H  5.4577  -3.2213  -1.2516
H  4.3223  -3.0124  0.0578
H  5.4417  -1.6979  -0.3778
C  0.7162  -4.6819  -1.3371
C  -0.4769  -4.2667  -2.1889
S  -1.6251  -3.2708  -1.2458
O  -0.8047  -1.9974  -0.9163
C  -2.7678  -2.7090  -2.5212
C  -4.1638  -2.4796  -1.9440
H  1.3864  -5.2903  -1.9439
H  0.4088  -5.2828  -0.4789
H  1.2735  -3.8131  -0.9812
H  -1.0760  -5.1283  -2.5012
H  -0.1996  -3.6862  -3.0722
H  -2.7598  -3.4847  -3.2897
H  -2.3182  -1.8022  -2.9271
H  -4.5938  -3.4061  -1.5609
H  -4.8205  -2.1101  -2.7315
H  -4.1527  -1.7402  -1.1387
C  -3.5096  4.4186  -3.3211
C  -2.1942  4.7866  -3.0715
C  -1.3791  3.9863  -2.2786
C  -1.9067  2.8181  -1.7389
C  -3.2203  2.4290  -2.0016
C  -4.0215  3.2400  -2.7915
Sb  -0.7044  1.7143  -0.3991
C  -1.7183  1.8400  1.4602
C  -3.0437  1.4099  1.5338
C  -3.7193  1.4374  2.7491
C  -3.0726  1.8898  3.8940
C  -1.7506  2.3154  3.8254
C  -1.0712  2.2897  2.6121
C  0.9734  2.9694  -0.1828
C  2.1736  2.6202  -0.8065
C  3.2675  3.4720  -0.7244
C  3.1662  4.6627  -0.0138
C  1.9712  5.0121  0.6030
C  0.8686  4.1714  0.5168
H  -4.1391  5.0509  -3.9351
H  -1.7959  5.7013  -3.4919
H  -0.3564  4.2849  -2.0911
H  -3.6298  1.5088  -1.6011
H  -5.0463  2.9526  -2.9930
H  -3.5701  1.0710  0.6470
H  -4.7569  1.1279  2.7981
H  -3.6086  1.9359  4.8350
H  -1.2559  2.6951  4.7133
H  -0.0457  2.6415  2.5659
H  2.2547  1.6935  -1.3640
H  4.1952  3.2170  -1.2229
H  4.0190  5.3270  0.0489
H  1.8922  5.9474  1.1434
H  -0.0683  4.4701  0.9722

The strongest force on any atom comes out at 0.6 eV Å⁻¹. The value obtained for the total energy is -2608.86014 hartree. The calculation puts the highest occupied orbital energy at -0.591 hartree. As for the charge: +3.

=====

Per-record Kohn-Sham gap, eV: 6.47; 10.69; 6.09; 9.88; 10.06; 8.97